The following is a quantum chemistry calculation of C40H20BrIN11Rh as an isolated structure at a distorted geometry, from the OMol25 dataset.

The calculation puts the gap between HOMO and LUMO (alpha / beta) at 4.27 / 4.26 eV. The value obtained for the total energy is -139348.3114 eV. As for the lowest unoccupied orbital energy (alpha / beta): -2.50 / -2.52 eV. As for the energy above the lowest of the compared OMol25 structures with the same formula, charge and spin: 41.23 kcal/mol.

Structure (XYZ):
```
74
Properties=species:S:1:pos:R:3:forces:R:3:lowdin_charge:R:1
Rh -1.147846 -0.000524 0.605739 1.6 -0.1 1.6 1.21
C -0.305146 3.957176 5.579339 0.0 -0.3 0.1 -0.07
C -0.235546 4.940476 4.595639 0.0 0.1 -0.3 -0.07
C -0.579146 4.660976 3.283639 0.0 0.0 0.1 -0.01
C -0.983446 3.370776 2.993639 -0.1 -0.4 0.5 -0.11
C -1.247846 2.724376 1.728639 -0.1 -0.7 0.5 -0.27
N -1.120846 3.343876 0.590039 0.1 0.5 -0.9 0.22
C -1.095246 2.761876 -0.592961 0.1 -0.4 1.0 -0.25
C -1.047246 3.444376 -1.860761 0.1 -0.3 -0.9 -0.09
C -0.890046 4.773576 -2.231061 0.0 0.0 0.1 0.00
C -0.809846 5.067876 -3.581661 -0.1 0.1 0.1 -0.07
C -0.906846 4.068576 -4.550561 0.0 -0.1 -0.1 -0.07
C -1.051746 2.738376 -4.198461 0.0 0.0 0.0 -0.02
C -1.095446 2.431676 -2.846561 0.0 0.9 0.3 -0.12
C -1.101346 1.180276 -2.140961 0.2 -0.9 0.1 -0.30
N -1.015646 0.005776 -2.739761 0.0 0.8 -0.4 0.22
C -0.975346 -1.139224 -2.122461 0.0 -0.3 0.2 -0.33
N -1.212146 -1.393024 -0.798961 0.8 -0.5 -0.4 0.00
C -1.007946 -2.736624 -0.567561 0.0 0.3 -0.2 -0.27
N -1.114146 -3.357424 0.572239 0.0 -0.3 0.5 0.22
C -1.325346 -2.766424 1.737039 0.1 0.5 -0.6 -0.25
N -1.370246 -1.420224 1.969839 -0.7 -0.5 0.0 0.00
C -1.500146 -1.198924 3.309039 0.0 0.9 -0.1 -0.28
N -1.482846 -0.014024 3.903239 0.0 -0.8 0.3 0.22
C -1.411746 1.140476 3.301539 0.0 0.4 -0.4 -0.28
N -1.540846 1.397876 1.955639 0.8 0.5 0.3 0.01
C -1.071546 2.376676 3.986439 -0.1 0.6 -0.5 -0.10
C -0.733346 2.667676 5.297039 0.1 0.1 0.1 0.00
C -1.531446 -2.466424 3.993239 0.1 -0.9 -0.2 -0.10
C -1.536346 -2.817024 5.336239 -0.1 0.0 -0.1 0.00
C -1.490546 -4.165224 5.648839 0.0 0.2 0.1 -0.07
C -1.444246 -5.144024 4.658539 -0.1 -0.1 -0.2 -0.07
C -1.410346 -4.808024 3.316439 0.0 0.1 0.0 0.00
C -1.441346 -3.460224 2.990339 0.0 0.3 0.9 -0.10
C -0.616346 -3.377424 -1.810461 -0.1 0.4 -0.6 -0.10
C -0.234646 -4.668224 -2.139861 0.1 -0.1 0.0 0.00
C 0.176554 -4.912824 -3.442161 0.0 -0.1 0.4 -0.07
C 0.186854 -3.906124 -4.402361 0.0 0.3 -0.1 -0.07
C -0.215646 -2.617824 -4.091461 0.1 -0.1 -0.1 0.00
C -0.604546 -2.366824 -2.788661 -0.1 -0.5 0.4 -0.11
N -1.069646 1.408576 -0.800561 -0.6 0.4 -0.4 0.01
H 0.016554 4.201776 6.579839 0.0 0.0 0.1 0.10
H 0.129854 5.924176 4.851839 0.0 0.1 0.1 0.10
H -0.500946 5.393976 2.495839 0.0 0.1 0.0 0.11
H -0.800046 5.551676 -1.489861 -0.1 0.1 0.1 0.11
H -0.675646 6.094176 -3.898361 0.0 0.0 0.0 0.11
H -0.860746 4.344676 -5.594561 0.0 0.0 -0.1 0.10
H -1.127946 1.962176 -4.943161 0.1 -0.1 -0.1 0.12
H -0.755046 1.905076 6.059239 0.0 -0.1 0.1 0.12
H -1.563946 -2.065524 6.109039 0.0 0.1 0.1 0.12
H -1.489246 -4.471924 6.683339 0.0 0.0 0.1 0.10
H -1.436046 -6.185024 4.945139 0.1 -0.1 0.0 0.10
H -1.357946 -5.555124 2.540439 0.0 -0.1 -0.1 0.11
H -0.223046 -5.449124 -1.397661 0.0 -0.1 0.1 0.11
H 0.521954 -5.900524 -3.713561 0.0 -0.1 0.0 0.10
H 0.538754 -4.134524 -5.396361 0.0 0.0 -0.1 0.10
H -0.207746 -1.826124 -4.822661 0.0 0.1 -0.1 0.11
N 2.893054 -2.045224 5.160839 0.2 -0.2 0.2 0.12
C 2.303254 -1.350024 4.453539 0.8 -1.3 0.5 -0.37
N 1.626154 -0.539624 3.735239 -0.9 1.7 -0.7 0.14
C 1.267854 -0.322524 2.575439 0.1 -0.5 0.9 -0.33
N 0.915754 0.038476 1.506539 -2.2 0.4 -2.2 -0.02
Br 4.947954 -1.789324 -2.417461 0.0 0.1 -0.3 0.69
C 4.062854 -0.505024 -3.501761 0.0 0.0 0.2 -0.74
C 4.516254 -0.282124 -4.791361 0.1 -0.1 0.0 -0.14
C 3.896354 0.667876 -5.583261 0.0 0.0 0.0 -0.08
C 2.829354 1.397676 -5.085661 0.0 0.0 -0.1 -0.08
C 2.371054 1.170776 -3.802761 0.0 0.0 0.0 -0.15
C 2.985154 0.216276 -3.005761 0.0 -0.3 0.6 -0.71
I 2.280054 -0.069124 -1.043261 0.1 0.3 -0.5 1.04
H 5.351254 -0.855324 -5.161561 0.1 0.0 -0.1 0.10
H 4.252054 0.842076 -6.587161 0.1 0.0 -0.1 0.10
H 2.356954 2.158176 -5.686161 -0.1 0.1 -0.1 0.10
H 1.546454 1.752476 -3.419061 -0.1 0.0 0.1 0.08
```
Forces are in eV/Å.